1.
A 2-piece molecular cluster, C5H13NO2PS overall at a distorted geometry, computed with ωB97M-V/def2-TZVPD.

Properties
E_HOMO (alpha / beta)	-7.517 / -14.108	eV
largest force on an atom	4.65	eV Å⁻¹
charge	+1
2S+1	3
orbital gap (alpha / beta)	3.9 / 7.7	eV
E_tot	-1142.64097	a.u.

The geometry in XYZ format:
```
23
Properties=species:S:1:pos:R:3:forces:R:3
S -4.739 0.384 -0.115 1.96 -0.31 -2.78
P 0.568 1.641 -0.643 -1.96 -0.18 0.04
O -0.470 0.933 -1.693 -0.52 0.21 0.63
O 1.855 0.842 -0.968 -0.89 -0.61 -1.05
N -0.220 0.417 0.651 2.77 1.61 3.37
C -1.222 -0.254 -1.290 2.99 1.30 -0.75
C -0.866 -0.505 0.107 -2.12 -0.43 -0.54
C -1.400 -1.691 0.708 0.80 -1.07 1.95
C 3.404 0.043 0.610 1.38 3.86 0.86
C 3.174 1.053 -0.574 2.21 -0.97 0.32
H -2.140 -2.249 0.205 -0.80 -0.21 -0.87
H 3.781 0.757 -1.479 -0.40 0.43 1.11
H 3.700 -0.881 0.209 -0.29 -1.51 -0.14
H 2.511 0.122 1.283 0.94 -0.66 -0.57
H -5.333 -0.054 1.089 -1.29 0.20 2.00
H -5.173 1.677 0.070 -0.59 0.10 0.82
H -2.266 -0.112 -1.314 -1.48 0.51 -0.51
H 4.315 0.445 1.196 -1.42 -0.76 -0.68
H 0.083 0.352 1.712 -0.99 0.16 -2.82
H -1.585 -1.730 1.778 -0.54 0.92 0.19
H -0.874 -1.009 -1.975 -0.32 -0.75 -0.09
H -0.521 -2.290 0.763 1.03 -1.28 -0.45
H 3.417 2.109 -0.328 -0.46 -0.58 -0.02
```
Forces are in eV/Å.


2.
C38H32GeN6O2PdS as an isolated structure at a distorted geometry, computed with ωB97M-V/def2-TZVPD.

Properties
E_HOMO (alpha / beta)	-9.968 / -10.017	eV
largest force on an atom	1.36	eV Å⁻¹
charge	+1
2S+1	2
orbital gap (alpha / beta)	6.1 / 6.2	eV
relative energy (zero: lowest compared OMol25 entry of this formula, charge and spin)	27.7	kcal per mole
E_tot	-4549.05347	a.u.

The geometry in XYZ format:
```
81
Properties=species:S:1:pos:R:3:forces:R:3
Pd 0.121 -0.140 0.373 -0.33 -0.79 -0.81
Ge 0.335 -0.646 -1.990 -0.27 0.62 -1.18
S 0.147 0.639 2.903 0.26 0.22 0.41
O 0.512 -0.780 2.865 -0.04 0.23 0.28
O -1.228 0.956 2.604 -0.07 0.14 0.02
N 2.559 0.014 0.622 -0.04 -0.20 0.48
N 1.474 3.087 8.078 0.01 -0.06 -0.24
N 1.054 1.368 1.727 -0.17 -0.31 0.23
N -1.798 0.882 -0.151 0.78 0.41 0.14
N -1.465 -1.663 0.544 0.77 -0.24 -0.47
N 3.209 1.087 2.648 0.12 0.10 -0.05
C 4.395 0.501 2.572 -0.07 0.14 0.19
C 1.386 2.139 -1.874 0.08 0.02 -0.36
C 4.731 -0.356 1.540 0.09 -0.03 -0.11
C -1.855 2.198 -0.343 -0.05 -0.05 0.00
C 1.257 -2.170 -2.761 0.04 -0.33 0.63
C -1.471 -0.690 -2.723 -0.21 -0.11 0.27
C -4.120 0.837 0.287 -0.15 0.08 -0.06
C 2.192 3.315 -3.815 0.00 -0.02 0.01
C -2.716 -1.252 0.355 -0.07 0.11 0.17
C 1.497 1.018 -4.002 -0.02 -0.01 0.03
C 0.661 -2.869 -3.811 0.04 0.01 -0.04
C 1.179 0.992 -2.645 0.06 0.19 0.40
C -3.042 2.901 -0.246 0.01 0.02 -0.02
C -2.209 -3.900 0.836 0.01 -0.04 0.02
C -2.257 -1.842 -2.631 -0.01 0.10 -0.13
C 1.995 2.177 -4.585 0.01 -0.03 -0.02
C 0.144 3.037 6.070 0.00 0.04 0.05
C 1.144 2.491 6.891 0.00 0.06 0.13
C 3.765 -0.575 0.587 -0.24 0.19 -0.19
C 2.522 -2.557 -2.322 -0.09 -0.22 -0.32
C 3.190 -3.617 -2.918 -0.04 0.04 -0.01
C -2.897 0.204 0.154 -0.12 -0.22 -0.11
C 0.506 1.294 4.464 0.09 0.18 0.04
C 1.809 1.330 6.471 0.06 -0.01 0.11
C -4.192 2.205 0.082 -0.07 -0.01 0.00
C -3.769 -2.152 0.355 -0.16 -0.09 0.09
C -2.029 0.464 -3.276 -0.03 -0.06 -0.06
C 2.590 -4.304 -3.966 0.01 0.01 0.04
C -1.206 -2.952 0.779 -0.04 0.09 0.03
C -3.348 0.471 -3.711 0.00 -0.05 0.01
C -0.171 2.446 4.868 0.09 -0.11 -0.02
C -3.512 -3.488 0.602 -0.09 -0.01 -0.01
C -4.124 -0.679 -3.603 0.05 0.04 0.00
C 1.334 -3.925 -4.415 -0.03 0.02 -0.04
C 2.341 0.823 1.679 -0.37 0.13 0.04
C 1.496 0.739 5.268 -0.05 -0.08 -0.03
C -3.573 -1.841 -3.079 0.07 0.02 0.00
C 1.891 3.296 -2.459 -0.01 -0.08 -0.01
H -3.054 3.971 -0.411 0.01 -0.06 0.00
H -0.926 2.693 -0.587 0.02 0.01 0.05
H -0.381 3.929 6.394 0.01 -0.04 -0.02
H -5.156 -0.670 -3.935 0.05 0.00 -0.02
H 4.174 -3.907 -2.570 -0.03 0.01 -0.01
H -5.139 2.721 0.181 0.04 -0.03 0.01
H 0.927 3.848 8.431 -0.05 0.03 0.03
H 2.576 0.899 7.104 -0.05 0.01 -0.03
H 1.354 0.129 -4.611 0.02 0.06 -0.01
H -1.971 -4.933 1.052 0.01 0.05 -0.04
H 3.103 -5.136 -4.432 -0.01 0.03 0.00
H -4.774 -1.817 0.143 0.04 -0.01 0.05
H 1.171 2.142 -0.817 0.00 -0.04 0.18
H -1.838 -2.754 -2.213 -0.04 0.03 0.00
H 2.233 2.186 -5.642 0.00 0.00 0.05
H 5.700 -0.826 1.473 -0.02 -0.02 0.01
H 2.986 -2.018 -1.522 0.11 0.09 0.21
H -0.949 2.855 4.235 0.06 0.01 0.05
H -3.769 1.373 -4.137 0.00 -0.03 0.01
H -4.166 -2.747 -3.018 0.01 0.04 0.02
H -1.427 1.362 -3.377 -0.04 -0.02 0.05
H 3.969 -1.227 -0.242 0.03 -0.12 -0.15
H -0.317 -2.580 -4.173 0.04 -0.06 -0.01
H -0.169 -3.215 0.931 0.03 0.02 0.02
H 5.092 0.723 3.375 -0.02 -0.01 -0.06
H -4.322 -4.206 0.609 0.02 0.02 0.00
H -5.002 0.279 0.565 0.01 0.00 0.00
H 2.589 4.215 -4.271 -0.03 -0.05 0.03
H 2.004 -0.164 4.955 -0.02 0.06 -0.02
H 2.105 2.636 8.711 0.00 -0.03 0.04
H 2.056 4.180 -1.853 -0.01 -0.05 -0.02
H 0.870 -4.454 -5.239 0.02 0.03 0.04
```
Forces are in eV/Å.


3.
C31H50HgN3OP2 as an isolated structure at a distorted geometry, computed with ωB97M-V/def2-TZVPD.

Properties
E_HOMO (alpha / beta)	-8.342 / -8.341	eV
largest force on an atom	5.41	eV Å⁻¹
charge	+1
orbital gap (alpha / beta)	4.0 / 4.0	eV
relative energy (zero: lowest compared OMol25 entry of this formula, charge and spin)	109.2	kcal per mole
E_tot	-2286.48916	a.u.

The geometry in XYZ format:
```
88
Properties=species:S:1:pos:R:3:forces:R:3
Hg -0.808 0.081 1.742 1.90 0.53 -0.85
P -2.861 -0.095 0.580 -0.70 -0.04 -1.05
P 2.679 -0.434 0.375 0.09 -1.41 1.08
O -0.952 -0.710 5.004 -1.59 -0.85 -2.57
N 1.065 1.059 -0.065 -2.07 2.49 -4.33
N 0.391 2.032 3.048 0.18 -0.50 -0.15
N -0.457 -1.265 -0.785 -0.06 0.23 0.39
C -5.147 1.431 0.170 -0.31 0.28 -0.04
C 0.935 2.243 -4.858 -0.20 0.10 0.32
C -2.762 -2.769 1.371 0.15 0.07 -0.04
C 3.325 -1.425 1.943 0.10 0.26 -0.97
C 4.138 1.809 -0.190 0.39 0.10 -0.20
C 0.911 1.385 -3.759 -0.12 0.25 0.29
C -2.637 -0.329 -1.216 0.77 -0.21 -0.30
C -3.714 1.568 0.701 -0.18 -0.21 0.24
C 1.001 1.156 -1.265 -0.51 0.89 4.13
C -4.501 -1.314 2.447 -0.22 -0.19 0.10
C -3.716 2.017 2.174 -0.15 0.10 0.01
C 1.997 -1.459 -0.863 -0.30 -1.91 0.41
C 0.688 -1.879 -1.208 1.08 0.48 0.21
C -2.927 2.603 -0.144 -0.02 -0.12 0.01
C -3.775 -1.627 1.127 -0.16 0.10 0.39
C 0.514 4.151 -3.392 0.01 -0.39 -0.10
C -1.560 -1.375 -1.525 0.01 -0.65 -0.99
C 4.175 -0.476 2.803 0.01 -0.20 0.06
C -1.512 -1.011 4.043 1.85 0.80 3.26
C 4.111 -2.660 1.498 0.17 -0.25 0.38
C -0.598 -3.090 -2.900 1.14 -0.21 0.64
C 0.578 -2.914 -2.186 -0.91 -0.48 -0.87
C 0.777 3.624 -4.666 -0.08 0.07 0.02
C 0.498 3.295 -2.288 0.08 0.19 -0.11
C 4.091 0.346 -0.659 -0.04 -0.14 0.57
C 5.441 -0.347 -0.455 0.38 0.15 -0.10
C -4.763 -2.055 0.036 -0.25 -0.09 -0.10
C 2.112 -1.874 2.777 0.31 -0.07 -0.29
C -1.691 -2.264 -2.607 -0.80 1.24 0.89
C 0.756 1.923 -2.460 0.12 -0.30 -0.86
C 3.784 0.258 -2.161 -0.04 0.21 -0.04
H -4.245 -2.430 -0.857 -0.11 0.08 0.27
H -2.280 0.630 -1.625 -0.08 -0.31 0.14
H 3.580 0.384 3.152 0.15 -0.18 -0.11
H -5.382 -2.877 0.424 0.16 0.21 -0.05
H -3.241 3.620 0.139 0.01 -0.35 -0.01
H 3.832 -0.770 -2.534 0.05 0.26 0.09
H -5.749 0.720 0.753 0.19 0.23 -0.17
H -2.148 -2.966 0.484 -0.13 0.01 0.19
H -5.645 2.410 0.243 0.11 -0.23 -0.06
H 4.935 2.339 -0.730 -0.09 0.01 0.13
H -0.675 -3.861 -3.668 0.06 0.22 0.19
H 3.483 -3.353 0.923 0.10 0.21 0.11
H -4.244 2.980 2.253 0.16 -0.27 0.00
H 1.380 1.746 3.087 -0.54 0.12 -0.11
H 4.516 0.859 -2.717 0.01 -0.06 0.17
H -5.044 -2.219 2.768 0.21 0.30 -0.07
H 3.191 2.323 -0.388 0.22 -0.08 0.04
H 0.062 2.160 4.006 0.13 -0.02 -0.26
H 4.517 -1.032 3.690 -0.03 0.22 -0.14
H -2.693 2.163 2.550 -0.19 0.01 -0.10
H 4.992 -2.412 0.898 -0.28 -0.06 0.22
H 0.357 2.938 2.576 -0.03 -0.35 0.07
H 1.075 1.836 -5.862 -0.02 0.17 0.35
H 1.473 -3.507 -2.368 -0.32 0.04 -0.15
H 1.522 -1.017 3.134 0.10 -0.01 -0.05
H 6.190 0.177 -1.073 -0.16 -0.12 0.17
H -5.171 1.127 -0.887 0.04 0.08 0.31
H -3.580 -0.575 -1.724 0.16 0.14 0.36
H 2.764 -2.103 -1.319 -0.32 0.19 0.04
H 5.064 -0.093 2.285 -0.33 -0.12 0.22
H 2.795 0.647 -2.399 0.42 -0.15 -0.03
H -3.319 -3.688 1.617 0.11 0.33 -0.08
H -3.117 2.490 -1.220 0.07 0.02 0.35
H 4.466 -3.186 2.396 0.00 -0.08 -0.17
H -2.622 -2.268 -3.176 0.31 -0.12 0.08
H 0.844 4.298 -5.527 -0.09 -0.30 0.37
H 0.309 3.681 -1.280 0.20 -0.15 -0.43
H -2.097 -2.544 2.220 -0.25 -0.15 -0.37
H -5.242 -0.509 2.332 0.24 -0.31 0.13
H -1.841 2.536 0.024 -0.19 0.00 -0.03
H 1.015 0.304 -3.875 0.12 0.35 0.02
H 4.345 1.875 0.887 -0.01 0.00 -0.22
H -3.781 -1.054 3.241 -0.45 -0.04 -0.32
H 5.800 -0.318 0.580 -0.06 -0.05 -0.33
H -5.438 -1.241 -0.262 0.14 -0.27 0.06
H 2.482 -2.415 3.662 -0.17 0.10 -0.20
H 0.328 5.222 -3.258 0.13 -0.46 -0.08
H 5.418 -1.391 -0.803 -0.02 0.34 0.11
H -4.222 1.297 2.830 0.13 0.24 -0.16
H 1.452 -2.543 2.208 0.10 0.08 0.03
```
Forces are in eV/Å.